{"formula": "C4H9NO2", "method": "ωB97M-V/def2-TZVPD", "spin_multiplicity": 1, "lumo_ev": -2.7, "de_lowest_kj_mol": 733.40, "homo_ev": -8.6582, "species": ["O", "C", "C", "C", "C", "O", "N", "H", "H", "H", "H", "H", "H", "H", "H", "H"], "coordinates": [[-2.921512, -0.701337, -1.030062], [-2.130429, -1.087394, -0.186133], [-1.178562, -0.142250, 0.439315], [-0.338138, -0.874450, -0.576405], [2.642556, 0.535178, 0.404485], [1.329806, 0.819539, 0.172864], [-1.254197, 1.185217, 0.046130], [-2.413992, -1.946214, 0.425634], [-0.920826, -0.232133, 1.485943], [0.587110, -1.353985, -0.252971], [-0.362141, -0.489066, -1.572525], [2.898839, 0.267635, 1.446203], [3.265876, 1.423683, 0.218122], [3.022321, -0.309123, -0.179987], [-1.908841, 1.452454, -0.670831], [-0.317869, 1.452245, -0.169781]], "forces_ev_per_angstrom": [[0.214, -0.265, -1.153], [-3.741, 1.071, 2.577], [-0.114, -0.706, -1.373], [4.519, 2.489, 1.969], [0.645, -0.033, 0.624], [-1.164, -1.006, -0.563], [-0.624, 0.763, -0.171], [0.747, -0.948, -0.337], [0.124, -0.840, 0.006], [-0.534, -0.962, -0.202], [-0.348, -0.068, -0.569], [-0.416, -0.064, 0.113], [0.071, -0.092, -0.421], [0.162, 0.056, -0.432], [-0.410, -0.340, -0.024], [0.869, 0.945, -0.046]]}


{"formula": "C21H39BO16P4", "method": "ωB97M-V/def2-TZVPD", "spin_multiplicity": 1, "lumo_ev": -2.7, "smiles": "CCB(O)c1cccc2c1C(=O)C=C([PH2]=O)C2=O.COP(=O)(OC)OC.COP(=O)(OC)OC.COP(=O)(OC)OC", "de_lowest_kj_mol": 403.45, "homo_ev": -9.4738, "species": ["C", "C", "B", "O", "C", "C", "C", "C", "C", "C", "C", "O", "C", "C", "P", "O", "C", "O", "H", "H", "H", "H", "H", "H", "H", "H", "H", "H", "H", "H", "C", "O", "P", "O", "O", "C", "O", "C", "H", "H", "H", "H", "H", "H", "H", "H", "H", "C", "O", "P", "O", "O", "C", "O", "C", "H", "H", "H", "H", "H", "H", "H", "H", "H", "C", "O", "P", "O", "O", "C", "O", "C", "H", "H", "H", "H", "H", "H", "H", "H", "H"], "coordinates": [[0.750406, -3.420568, 0.870479], [1.253894, -2.860302, -0.536205], [0.070826, -2.282014, -1.453895], [0.009834, -2.514511, -2.859994], [-1.100095, -1.382255, -0.808350], [-0.721142, -0.040551, -0.324350], [-1.743468, 0.822382, 0.281368], [-3.179767, 0.372356, 0.443085], [-3.484337, -0.969407, -0.042904], [-2.471143, -1.861938, -0.674341], [-2.931610, -3.288471, -1.123663], [-2.548505, -3.843906, -2.123287], [-3.997816, -3.946379, -0.173776], [-4.926292, -3.127046, 0.403283], [-6.137781, -3.928678, 1.567901], [-7.465566, -3.237706, 1.656436], [-4.921035, -1.579360, 0.108171], [-5.932477, -0.948140, -0.022035], [0.741073, -4.545346, 0.908665], [-0.262882, -3.042359, 1.166444], [1.499449, -3.085019, 1.642537], [1.724021, -3.719841, -1.098448], [2.008472, -2.054838, -0.326948], [-0.223089, -3.460024, -2.955328], [0.338226, 0.310358, -0.399116], [-1.411425, 1.822253, 0.654007], [-3.989118, 0.989019, 0.899783], [-4.016619, -5.032290, 0.069930], [-5.532466, -3.837149, 2.871117], [-6.200803, -5.319020, 1.261084], [-4.058700, 7.465325, 1.520487], [-4.808684, 6.913050, 0.433301], [-4.189054, 5.437974, -0.163400], [-3.165027, 6.122819, -1.046068], [-5.567855, 5.133003, -0.993504], [-6.733267, 5.942489, -0.903816], [-3.669376, 3.859706, -0.483808], [-3.343339, 3.533515, -1.828289], [-4.532685, 8.396585, 1.826808], [-4.059022, 6.773700, 2.364604], [-3.031866, 7.670776, 1.211400], [-6.567809, 6.901351, -1.397913], [-7.032311, 6.089987, 0.132798], [-7.544201, 5.426849, -1.419944], [-2.398956, 3.997575, -2.112323], [-4.129191, 3.834218, -2.521064], [-3.217370, 2.450617, -1.882073], [6.812880, -2.832814, -3.836262], [6.156233, -1.847195, -4.639864], [4.566515, -1.480870, -4.132938], [3.967523, -2.668802, -4.858298], [4.527367, -0.131203, -5.062481], [5.649300, 0.354557, -5.787550], [3.132187, -0.987843, -3.386204], [1.942746, -0.998858, -4.174660], [7.812501, -2.993079, -4.237466], [6.896996, -2.480617, -2.806648], [6.261865, -3.775119, -3.860564], [5.868893, -0.301928, -6.631168], [6.521096, 0.457867, -5.143049], [5.398418, 1.341728, -6.178460], [1.612998, -2.016962, -4.348896], [2.090227, -0.482187, -5.124200], [1.163830, -0.483101, -3.613440], [4.982828, 0.635189, 2.838503], [4.357872, 0.706544, 4.124110], [3.841186, -0.805950, 4.736260], [2.543804, -0.717460, 3.946680], [3.652301, -0.163318, 6.233702], [4.077902, 1.146791, 6.585385], [3.473936, -2.329522, 5.383928], [2.144241, -2.546599, 5.839383], [5.273902, 1.641594, 2.541382], [5.875418, 0.009580, 2.890723], [4.289948, 0.229531, 2.098352], [3.438803, 1.893220, 6.111017], [5.121333, 1.307721, 6.318371], [3.984859, 1.254120, 7.667054], [1.461638, -2.637338, 4.994840], [1.816284, -1.747279, 6.504168], [2.132118, -3.489189, 6.389443]], "forces_ev_per_angstrom": [[0.679, 0.145, 0.285], [-0.650, -0.911, 0.177], [-0.051, -0.007, -0.791], [-0.587, -0.690, 2.133], [-0.745, 0.997, 0.384], [-3.028, -0.485, 0.649], [-0.780, -1.749, -0.431], [2.612, -1.721, -1.506], [0.966, -0.139, 0.037], [0.096, 2.021, 0.932], [-0.398, 0.536, 0.985], [0.111, 0.062, 0.610], [-0.377, 1.647, 0.348], [0.959, -0.869, -0.415], [-1.538, 2.115, 0.685], [1.013, -0.896, -0.395], [1.065, -0.379, 0.045], [0.420, -0.181, 0.225], [-0.090, 1.100, -0.215], [0.915, -0.269, -0.252], [-0.976, -0.384, -0.523], [-0.048, 1.134, 0.498], [-0.548, -0.696, -0.476], [0.317, 0.478, -0.361], [-1.161, -0.367, 0.094], [-0.592, -0.963, -0.373], [0.986, -0.495, -0.497], [0.290, 0.801, -0.698], [0.300, -0.431, -0.767], [0.498, 0.368, -0.112], [0.206, 0.282, 0.151], [0.134, -2.457, 2.663], [0.447, 2.081, -8.924], [0.394, -0.337, 1.551], [-0.116, -0.165, 1.464], [-0.390, 0.075, -0.231], [-0.982, 0.075, 3.566], [0.465, 0.084, -0.653], [-0.075, -0.075, -0.103], [0.011, 0.201, 0.106], [-0.038, -0.037, -0.046], [0.017, 0.034, 0.165], [0.014, 0.114, -0.096], [0.207, -0.161, -0.020], [-0.116, 0.129, 0.018], [-0.006, 0.082, 0.127], [-0.152, 0.018, 0.296], [0.159, -0.330, 0.019], [0.067, 1.165, 3.421], [-4.545, -1.136, -7.861], [0.601, -0.187, 1.486], [0.877, 0.125, 1.169], [0.072, 0.271, -0.338], [2.749, 0.582, 2.449], [-0.283, -0.199, -0.792], [-0.073, 0.106, -0.064], [0.183, -0.133, -0.014], [-0.033, 0.055, -0.025], [0.120, -0.036, 0.115], [0.012, -0.073, -0.135], [-0.212, -0.076, 0.126], [0.179, 0.105, -0.072], [0.172, -0.005, 0.067], [0.287, 0.062, 0.183], [-0.003, 0.117, -0.321], [3.071, -2.091, 0.105], [-9.012, 2.613, 1.906], [1.179, -0.718, -0.936], [1.486, -0.236, -0.260], [-0.070, 0.298, 0.345], [3.585, -0.192, -0.471], [-0.665, -0.025, -0.141], [-0.051, -0.009, 0.127], [0.062, 0.151, -0.165], [-0.023, -0.005, 0.062], [0.145, -0.004, -0.093], [-0.109, 0.108, -0.044], [-0.072, -0.253, -0.045], [0.061, 0.156, 0.013], [0.058, 0.039, -0.097], [0.346, 0.037, -0.026]]}